No. 1
The following is a quantum chemistry calculation of C21H25N3O2 in the gas phase, from OMol25.

## Properties
HOMO (hartree): -0.2793
SMILES string: CCCC(=O)N1CCN(c2ccc(NC(=O)c3ccccc3)cc2)CC1
Calculated total energy (hartree): -1130.013486
ΔE to the lowest compared entry with this formula, charge and spin (kJ/mol): 104.2

```
! wB97M-V def2-TZVPD RIJCOSX def2/J DEFGRID3
* xyz 0 1
C -1.9448 1.5897 6.0545
C -2.5925 2.9186 6.4211
C -3.3029 3.5735 5.2308
C -2.2871 3.9914 4.1819
O -1.5332 4.9221 4.4048
N -2.2392 3.3291 2.9984
C -2.9703 2.1632 2.5698
C -2.0087 1.0177 2.2159
N -1.0817 1.4697 1.2062
C -0.4689 0.5474 0.3612
C -0.5205 -0.8303 0.5820
C 0.0467 -1.7129 -0.3154
C 0.6935 -1.2558 -1.4591
N 1.2616 -2.2020 -2.3189
C 1.8801 -2.0092 -3.5189
O 2.0105 -0.9322 -4.0653
C 2.3810 -3.2737 -4.1394
C 2.8994 -4.3281 -3.3932
C 3.3717 -5.4620 -4.0302
C 3.3266 -5.5566 -5.4113
C 2.8252 -4.5045 -6.1603
C 2.3636 -3.3656 -5.5281
C 0.7522 0.1164 -1.6889
C 0.1760 0.9938 -0.7967
C -0.3274 2.6189 1.6661
C -1.2888 3.7592 1.9905
H -1.1808 1.7386 5.2947
H -1.4726 1.1462 6.9282
H -2.6859 0.8880 5.6748
H -1.8270 3.6067 6.7835
H -3.3168 2.7629 7.2237
H -3.7743 4.4960 5.5767
H -4.0814 2.9196 4.8441
H -3.6581 1.8190 3.3383
H -3.5454 2.4230 1.6715
H -2.5981 0.1895 1.8195
H -1.4905 0.6849 3.1306
H -0.9914 -1.2289 1.4670
H -0.0052 -2.7754 -0.1172
H 1.1572 -3.1590 -2.0113
H 2.9709 -4.2579 -2.3163
H 3.7804 -6.2738 -3.4463
H 3.6920 -6.4461 -5.9029
H 2.7995 -4.5712 -7.2377
H 1.9814 -2.5298 -6.0945
H 1.2400 0.4856 -2.5749
H 0.2128 2.0500 -1.0141
H 0.3781 2.9354 0.9006
H 0.2423 2.3645 2.5760
H -0.7492 4.6210 2.3851
H -1.8354 4.0475 1.0856
*
```

No. 2
The following is a quantum chemistry calculation of 11 unconnected molecules or ions with the total composition C44H66O29, from OMol25.

## Properties
HOMO (hartree): -0.3745
SMILES string: C[C@H]1COC(=O)O1.C[C@H]1COC(=O)O1.C[C@H]1COC(=O)O1.C[C@H]1COC(=O)O1.C[C@H]1COC(=O)O1.C[C@H]1COC(=O)O1.C[C@H]1COC(=O)O1.O=C1CCCO1.O=C1CCCO1.O=C1CCCO1.O=C1CCCO1
Calculated total energy (hartree): -3898.303086

```
! wB97M-V def2-TZVPD RIJCOSX def2/J DEFGRID3
* xyz 0 1
C 0.0907 -17.5681 11.5564
C -0.9876 -18.5838 11.3488
C -2.3888 -18.0120 11.5008
O -2.7355 -17.6627 10.0814
C -1.8773 -18.2988 9.2990
O -1.8735 -18.2564 8.1252
O -1.0050 -19.0956 9.9771
H 0.2041 -17.2392 12.6109
H -0.1418 -16.6604 10.9745
H 1.0764 -17.8306 11.1856
H -0.7497 -19.4733 11.9808
H -2.3045 -17.0678 12.0296
H -3.1029 -18.7247 11.7965
C 2.0605 -26.5277 5.0229
C 0.8089 -25.7248 5.4558
C -0.3663 -25.6851 4.3916
O -1.5226 -26.1547 5.0459
C -1.1198 -26.6179 6.2631
O -1.8999 -27.1303 7.0090
O 0.1367 -26.3735 6.5571
H 2.6644 -26.6616 5.8937
H 2.5500 -25.9896 4.2171
H 1.6197 -27.5008 4.7166
H 1.0284 -24.7212 5.8441
H -0.2533 -26.2987 3.4473
H -0.6394 -24.6866 4.0637
C 5.7834 -22.5578 11.6674
C 4.9514 -23.3075 12.6852
C 4.0097 -22.4227 13.4472
O 2.8493 -23.2747 13.6972
C 2.8210 -24.2163 12.7348
O 1.8004 -24.8250 12.4844
O 3.9869 -24.2097 12.0179
H 6.4878 -21.8942 12.1696
H 5.0843 -21.9820 11.1058
H 6.3258 -23.1283 10.9653
H 5.4389 -23.9839 13.3718
H 3.7014 -21.5775 12.8065
H 4.4712 -22.0336 14.3432
C -4.8096 -25.8771 9.2746
C -3.7948 -25.0062 8.6094
C -4.3607 -24.1792 7.4235
O -4.3396 -22.8203 7.8776
C -3.4618 -22.7433 8.9128
O -2.8606 -21.7850 9.3047
O -3.3709 -24.0447 9.4898
H -4.3568 -26.3579 10.1318
H -5.1753 -26.6251 8.5471
H -5.6076 -25.2670 9.5883
H -2.9357 -25.5728 8.2538
H -5.4028 -24.3448 7.2149
H -3.6953 -24.2580 6.5439
C -0.2799 -27.3383 12.2765
C 0.4679 -27.3510 10.9006
C 0.5192 -26.0168 10.1222
O 1.8889 -25.9494 9.6946
C 2.6376 -26.7661 10.4570
O 3.8277 -26.6605 10.4715
O 1.8899 -27.5937 11.1424
H -1.3437 -27.1613 12.1114
H 0.1845 -26.5619 12.8740
H -0.3171 -28.2835 12.8443
H 0.1613 -28.1134 10.2514
H 0.2845 -25.0849 10.5914
H -0.0599 -26.0354 9.2159
C 5.8081 -20.6887 2.5260
C 4.4458 -20.9228 3.2602
C 3.2139 -20.1636 2.8433
O 2.1207 -21.0559 3.0082
C 2.6196 -22.2903 2.9965
O 1.9212 -23.2768 2.9955
O 3.9803 -22.2488 2.9575
H 6.5113 -21.4069 2.8915
H 6.1893 -19.7273 2.8262
H 5.5633 -20.7945 1.4781
H 4.6259 -20.8775 4.3459
H 3.2296 -19.8557 1.8322
H 3.0152 -19.3643 3.5907
C -3.2338 -20.1477 5.5995
C -1.8299 -20.6140 5.1457
C -0.7263 -20.1962 6.1142
O -0.6361 -21.3566 6.9856
C -1.2568 -22.4139 6.4285
O -1.1391 -23.5330 6.8975
O -1.8321 -22.0625 5.2901
H -3.3992 -20.5466 6.5845
H -4.0154 -20.3853 4.8597
H -3.2516 -19.0684 5.8147
H -1.6448 -20.4802 4.1079
H -0.9940 -19.2670 6.6437
H 0.2662 -20.2197 5.6265
O 6.5418 -21.5941 6.8358
C 5.8808 -22.6173 6.8011
C 6.3259 -24.0574 7.1288
C 5.0781 -24.8899 7.1282
C 4.1461 -24.0889 6.2397
O 4.6303 -22.7268 6.3374
H 6.9993 -24.2340 6.2080
H 7.0543 -24.0850 7.9469
H 5.2093 -25.8748 6.7215
H 4.6239 -24.8850 8.1434
H 4.0724 -24.3370 5.1440
H 3.1123 -24.0137 6.5960
O 2.8688 -18.8696 5.9049
C 3.6081 -18.7031 6.8476
C 5.1209 -18.8939 7.0049
C 5.2049 -19.0848 8.5648
C 4.0866 -18.1996 9.0473
O 3.1179 -18.2188 7.9802
H 5.4521 -19.7432 6.4465
H 5.5291 -17.9634 6.6603
H 4.9426 -20.1414 8.7998
H 6.1744 -18.7612 8.9964
H 3.6371 -18.6603 9.9860
H 4.3527 -17.1133 9.2358
O -3.0341 -20.3140 13.0326
C -2.4513 -21.2642 13.4667
C -1.4055 -22.0738 12.7505
C -1.6727 -23.4427 13.3289
C -1.9993 -23.0805 14.8057
O -2.6619 -21.7901 14.7495
H -1.4463 -22.0772 11.6390
H -0.3633 -21.7959 12.9840
H -2.5162 -23.9845 12.9508
H -0.8933 -24.2152 13.2795
H -2.6298 -23.7320 15.3361
H -1.0719 -23.0047 15.3680
O 2.3518 -20.5273 11.2905
C 2.1759 -21.2297 10.3350
C 1.1958 -22.4870 10.0744
C 1.8036 -23.0234 8.7670
C 2.2384 -21.7423 8.1023
O 2.8694 -21.0211 9.2511
H 1.1333 -23.1585 11.0174
H 0.1835 -22.0740 9.8519
H 2.5916 -23.7496 8.9656
H 1.1708 -23.6298 8.0746
H 2.9528 -21.8623 7.3281
H 1.4549 -21.0217 7.8383
*
```

No. 3
The following is a quantum chemistry calculation of 3 unconnected molecules or ions with the total composition C41H75BrF12N7O6P2S, from OMol25.

## Properties
HOMO (hartree): -0.3462
Calculated total energy (hartree): -7294.919340

```
! wB97M-V def2-TZVPD RIJCOSX def2/J DEFGRID3
* xyz 1 1
C 8.6303 -0.9187 0.3570
O 8.5892 -2.1763 -0.2914
C 8.0640 -2.1572 -1.6034
C 6.6117 -2.6442 -1.6581
C 5.5504 -1.5644 -1.3563
C 5.7215 -0.2724 -2.1548
C 4.5742 0.7590 -1.9840
C 3.8248 0.6302 -0.6607
C 3.0218 1.8739 -0.2936
C 2.0082 2.2944 -1.3744
C 1.1237 1.1272 -1.8734
C -0.3753 1.4873 -1.9253
C -0.4447 2.7777 -2.7957
N -0.7834 1.7714 -0.5158
C -2.2452 1.9846 -0.3247
C -2.6355 1.5734 1.0983
F -3.8586 2.0540 1.3719
F -1.7301 2.2122 1.9232
C -2.5505 0.0965 1.3828
C -1.3512 -0.5315 1.7168
C -1.2631 -1.8919 1.9682
C -2.4191 -2.6654 1.9249
C -3.6228 -2.0387 1.6319
C -4.9000 -2.8640 1.6234
F -5.9189 -2.0914 2.0421
F -5.2030 -3.3627 0.4335
F -4.7938 -3.8588 2.5129
C -3.7061 -0.6845 1.3455
C -3.1273 1.2852 -1.3808
C -3.8025 2.2674 -2.3688
C -4.3555 1.5756 -3.6173
C -5.7023 2.2249 -3.9737
Br -3.2119 1.7879 -5.1798
O -2.5110 0.1741 -2.0047
C -1.2414 0.3796 -2.5529
S -0.5099 -1.3203 -2.4525
O -1.5523 -2.1965 -2.9019
O -0.0905 -1.6413 -1.1147
C 0.8283 -1.5435 -3.7199
F 0.6762 -0.5943 -4.6660
F 2.0462 -1.4147 -3.1935
C 0.7716 -2.9272 -4.4533
F 1.8836 -2.9477 -5.2058
F -0.2620 -3.0136 -5.2823
C 0.8079 -4.1982 -3.5284
F -0.3729 -4.7641 -3.4109
F 1.6194 -5.0847 -4.0984
F 1.3019 -3.9176 -2.3262
H 9.6112 -0.7672 0.8127
H 7.9130 -0.9260 1.1833
H 8.4571 -0.0781 -0.3159
H 8.2080 -1.2021 -2.1124
H 8.6488 -2.8804 -2.1787
H 6.4350 -3.1513 -2.6071
H 6.5293 -3.3755 -0.8521
H 5.5404 -1.4178 -0.2766
H 4.5851 -2.0137 -1.6186
H 5.8399 -0.5477 -3.2036
H 6.6473 0.2047 -1.8308
H 3.9055 0.5944 -2.8350
H 4.9857 1.7637 -2.1049
H 4.5150 0.4333 0.1602
H 3.2035 -0.2675 -0.7183
H 2.5225 1.7858 0.6772
H 3.7338 2.6984 -0.2057
H 2.6107 2.6482 -2.2119
H 1.4539 3.1681 -1.0266
H 1.3973 0.9492 -2.9109
H 1.3154 0.2613 -1.2426
H -0.6310 3.6594 -2.1820
H 0.4694 2.9024 -3.3674
H -1.2364 2.7009 -3.5369
H -0.3060 2.5955 -0.1458
H -0.4335 0.9864 0.0507
H -2.4373 3.0549 -0.4160
H -0.4497 0.0744 1.7559
H -0.2910 -2.3039 2.1927
H -2.3349 -3.7220 2.1323
H -4.6743 -0.2639 1.1135
H -3.9588 0.8664 -0.8169
H -3.1909 3.1417 -2.5871
H -4.6747 2.6449 -1.8297
H -4.5574 0.5241 -3.4331
H -6.4390 2.0805 -3.1861
H -6.0526 1.9000 -4.9494
H -5.5171 3.2972 -4.0818
H -1.3455 0.5851 -3.6221
O -2.3654 -7.2555 8.1652
P -3.4212 -6.9918 7.1242
N -4.6145 -6.1612 8.0542
C -5.4420 -6.8471 9.0289
C -4.1335 -4.8876 8.5631
N -3.7948 -8.6015 6.6935
C -5.1139 -9.1917 6.7291
C -2.7811 -9.6089 6.9937
N -4.1068 -6.4200 5.5835
C -3.0795 -5.8489 4.7005
C -5.3307 -5.6421 5.4745
H -6.2332 -6.1741 9.3690
H -4.8825 -7.1973 9.9061
H -5.9619 -7.6955 8.5892
H -3.7743 -4.2606 7.7371
H -3.3095 -5.0084 9.2765
H -4.9400 -4.3393 9.0522
H -5.3842 -9.5245 7.7387
H -5.1538 -10.0656 6.0734
H -5.8822 -8.5099 6.3618
H -2.8120 -9.9269 8.0433
H -1.7833 -9.2302 6.7913
H -2.9299 -10.4851 6.3594
H -2.7414 -4.8658 5.0544
H -3.4509 -5.7433 3.6797
H -2.2091 -6.5117 4.6621
H -5.2301 -4.6117 5.8376
H -6.1551 -6.1150 5.9993
H -5.6095 -5.6002 4.4177
O 3.9482 5.9363 -3.4440
P 3.0906 7.1622 -3.2629
N 2.7219 7.0527 -1.5762
C 1.8186 6.0472 -1.0781
C 3.8969 7.1897 -0.7291
N 1.8128 6.7579 -4.3326
C 0.4172 6.6928 -3.9788
C 2.1167 5.7788 -5.3703
N 2.6243 8.8677 -3.3509
C 3.6501 9.6923 -4.0195
C 2.0501 9.6132 -2.2401
H 1.5776 6.2403 -0.0280
H 2.2318 5.0325 -1.1637
H 0.8546 6.0737 -1.5873
H 4.4124 8.1314 -0.9465
H 4.6132 6.3721 -0.8765
H 3.6119 7.2188 0.3236
H 0.1603 5.7340 -3.5019
H -0.2053 6.7903 -4.8723
H 0.1184 7.5089 -3.3191
H 2.0706 4.7465 -4.9923
H 3.1107 5.9369 -5.7775
H 1.4094 5.8794 -6.1959
H 4.5279 9.8443 -3.3834
H 3.2465 10.6663 -4.2955
H 3.9807 9.2030 -4.9407
H 2.7654 9.8273 -1.4385
H 1.1924 9.1024 -1.8120
H 1.6886 10.5678 -2.6309
*
```

No. 4
The following is a quantum chemistry calculation of 2 unconnected molecules or ions with the total composition C4H6ClN, from OMol25.

## Properties
HOMO (hartree): -0.3324
SMILES string: C=C=CN=C.Cl
Calculated total energy (hartree): -670.839255
ΔE to the lowest compared entry with this formula, charge and spin (kJ/mol): 287.1

```
! wB97M-V def2-TZVPD RIJCOSX def2/J DEFGRID3
* xyz 0 1
C 0.8963 0.6239 -0.6553
C 0.0143 -0.1832 -0.2284
C -0.8242 -1.1409 -0.0128
N -0.9079 -1.7979 1.1586
C -0.3183 -1.3909 2.1895
H 0.6943 1.6625 -0.4794
H 1.8638 0.4629 -1.2556
H -1.5711 -1.4472 -0.7434
H -0.3093 -1.9973 3.1962
H 0.1594 -0.4007 2.3224
Cl -0.4888 1.0520 -3.2273
H 0.7063 0.7053 -3.4670
*
```

No. 5
The following is a quantum chemistry calculation of a gas-phase ion, CH5NO2P (charge -1), from OMol25.

## Properties
HOMO (hartree): -0.0989
SMILES string: CP([O-])ON
Calculated total energy (hartree): -587.682209
ΔE to the lowest compared entry with this formula, charge and spin (kJ/mol): 367.7

```
! wB97M-V def2-TZVPD RIJCOSX def2/J DEFGRID3
* xyz -1 1
C 0.9040 -1.3794 -0.1167
P -0.4497 -0.3252 -0.9511
O 0.4423 0.9895 -1.3265
O -1.2230 0.0975 0.5017
N -1.0071 1.4103 0.9297
H 1.6747 -1.5267 -0.9152
H 0.6409 -2.3904 0.3467
H 1.2969 -0.5859 0.6268
H -0.3028 1.8287 0.1096
H -1.9762 1.8816 0.7950
*
```

No. 6
The following is a quantum chemistry calculation of C5H5ClN2 in the gas phase, from OMol25.

## Properties
HOMO (hartree): -0.3189
SMILES string: C=C(Cl)c1ncc[nH]1
Calculated total energy (hartree): -763.163203
ΔE to the lowest compared entry with this formula, charge and spin (kJ/mol): 130.1

```
! wB97M-V def2-TZVPD RIJCOSX def2/J DEFGRID3
* xyz 0 1
C 2.4185 0.5203 -0.0309
C 1.4405 0.7337 0.7257
Cl 1.5430 1.3606 2.3768
C -0.1053 0.1605 0.0867
N -0.0689 -0.5282 -1.0170
C -1.2778 -0.9430 -1.2578
C -2.0965 -0.5189 -0.2126
N -1.2947 0.0966 0.6791
H 3.4704 0.6746 0.2562
H 2.1205 -0.1094 -0.8983
H -1.6021 -1.3991 -2.1711
H -3.1211 -0.6269 -0.0898
H -1.4266 0.5791 1.5530
*
```

Number 1: F_max 0.0096 Eh/bohr. Number 2: F_max 0.0760 Eh/bohr. Number 3: F_max 0.1056 Eh/bohr. Number 4: F_max 0.0617 Eh/bohr. Number 5: F_max 0.0638 Eh/bohr. Number 6: F_max 0.1385 Eh/bohr.